DFT (wB97M-V/def2-TZVPD) results for C58H64N4O3ReS3 as an isolated structure at a distorted geometry.

The geometry in XYZ format:
```
133
C58H64N4O3ReS3 (wB97M-V/def2-TZVPD)
H -5.3236 2.0286 4.4458
H -1.2071 -3.9318 0.5585
C 4.6656 -0.1708 -2.7234
C -2.0023 0.6130 0.7314
H -2.5541 -0.1940 5.7977
C 5.4128 -1.5463 -0.8156
H -1.2407 -2.8196 -0.8091
S 3.1581 -0.5350 -1.9765
H 0.1461 -0.7925 -7.1677
C -0.6581 -0.6806 -6.4372
C 0.9134 0.6802 -5.0884
H 6.1918 -2.8008 1.7207
C -3.1912 -0.0284 -1.9850
H 6.4406 -0.7460 1.1114
H 4.0844 4.4433 -0.6582
C 4.7442 2.7630 4.2552
H 1.5306 -1.9611 -5.4308
C 4.2012 -0.8610 0.8927
H 6.7705 1.0534 -0.4767
C -6.2526 0.6717 1.4026
C -1.8276 0.1988 -1.6479
N 1.6168 -2.3693 -0.2537
H -0.0719 -1.8876 5.1769
H -4.8182 3.6136 2.5507
N 2.6212 0.8221 -1.3000
H -4.8359 -0.0590 -5.7485
C 3.4625 1.8001 -0.7867
S 2.8027 -2.3549 2.8650
C 4.8733 -3.8070 3.1883
C -1.0602 3.3742 0.1704
H -6.8576 0.5046 -3.5539
H -4.6432 -1.7972 -5.4149
C 0.7263 -3.3784 -0.1782
H -0.7826 -2.2345 0.8035
C -5.3469 1.5130 2.3159
C -0.6935 -1.5770 4.3294
H 0.0905 5.7751 0.0743
C 3.8727 -1.5071 -0.5586
C 3.0399 4.2458 -0.4657
H -2.7496 -0.6359 -5.2669
Re 0.7966 0.4505 -0.2597
H 1.6579 0.5181 -5.8735
C 3.4991 0.3231 1.5347
H -6.2321 -1.0419 -5.3152
C 2.5766 2.9505 -0.4655
H -5.9933 0.7890 0.3434
C -5.4990 -1.7825 -2.8167
H 5.8469 -0.2011 3.2289
H -7.2945 0.9811 1.5222
H 5.8971 -2.5106 -0.9474
H -6.8976 1.5520 3.8112
C 2.4278 -5.0089 -0.6199
C 0.7199 -1.8137 -4.7089
C -5.8277 1.3388 3.7603
N 1.2576 2.6482 -0.2568
C -0.7089 -3.0701 0.1148
N -1.2823 0.4596 -0.4516
C 5.7788 0.6255 -0.5672
H 1.4381 0.8308 -4.1433
H 5.5503 -4.5719 3.5497
C 5.2147 -2.8436 2.1978
H 6.7414 -0.4779 -2.2714
C 0.8154 4.9865 -0.0740
C 5.7642 -0.3989 -1.8008
H -1.7772 1.4049 5.7302
C -0.9004 -0.0533 4.3560
H 0.3429 1.7397 4.2506
C -1.2029 0.2961 1.8328
H -5.4481 1.5443 -3.8168
H -5.2181 3.1651 0.8818
H -6.1811 -0.3913 1.6562
C -2.4657 -0.4223 -4.2454
H -1.2485 0.1948 -6.7242
H -1.6080 4.2928 0.3666
C -4.9832 -0.5812 -3.6268
H -3.5039 0.7457 4.2111
H -5.4329 -1.6056 -1.7390
C -3.8883 1.0651 2.1389
H 2.7368 -6.0362 -0.7720
C -5.8122 0.6649 -3.2765
C -1.6014 0.3259 5.6646
H 0.9828 0.4556 5.2883
H 2.4870 6.3091 -0.2798
C -0.8182 -0.0074 -2.6207
C -3.0697 0.6955 3.2215
H 6.4474 1.6398 4.9847
H 0.3704 1.5992 -5.3272
C 2.1456 5.2813 -0.2662
C 5.3001 0.7279 3.3312
C 4.1945 -1.9809 1.9181
H 5.1690 2.6786 -0.0743
O 0.3666 0.0566 -2.1455
H -5.7824 0.8845 -2.2041
C -3.5155 -0.3279 -3.2660
H 4.6839 0.3859 -3.6554
C -3.3290 1.0434 0.8851
C 5.6171 1.7093 4.2928
H 3.0804 -4.2258 4.3942
C -0.0485 -0.5216 -5.0426
C 2.9260 -2.6924 -0.4899
H -3.8862 1.4338 0.0455
H -0.9621 0.0379 6.5027
H -5.6781 0.3155 4.1176
C 0.3813 3.6670 -0.0650
C 4.7691 1.7577 -0.4828
O 0.0498 -0.0566 1.5221
H -3.9596 -0.0129 -1.2320
C -1.1311 -0.3068 -3.9779
H -6.5041 3.3375 2.0835
C 3.5997 -3.6506 3.6393
C 5.6320 -0.6090 0.4021
H -6.5474 -1.9718 -3.0609
H 1.0974 0.3073 3.5283
H -1.6526 -2.1015 4.3977
C 3.3627 -3.9806 -0.6604
C 1.1113 -4.7048 -0.3787
S 3.5303 2.5623 3.0926
H -1.2909 -1.5702 -6.5092
H -0.1967 -1.8831 3.4037
C -5.4754 2.9953 1.9320
O 2.3360 0.6406 1.2748
C -5.1706 -0.8864 -5.1144
H -1.4974 2.8861 -0.7019
C 0.4660 0.6539 4.3444
H 4.7628 3.6513 4.8761
C -1.7306 0.3274 3.1247
C 4.1967 1.0551 2.5794
H 0.0541 -2.6796 -4.7693
H 0.3619 -5.4863 -0.3381
H -1.1777 2.7120 1.0269
H -4.9268 -2.6859 -3.0505
H 4.4154 -4.1890 -0.8149
H 1.1503 -1.7828 -3.7070
```

Its spin multiplicity is 2. As for the total charge: +2. The HOMO energy (spin up / spin down) comes out at -11.99 / -11.98 eV. The value obtained for the LUMO energy (spin up / spin down) is -6.44 / -6.50 eV. The calculation puts the total energy at -107909.2699 eV. The HOMO-LUMO gap (spin up / spin down) comes out at 5.546 / 5.485 eV.

Results of the Mulliken charge analysis, in e, for atoms 1 through 5: 0.409 0.650 -1.216 -0.107 0.440

***

DFT (wB97M-V/def2-TZVPD) results for ClH3N2 as an isolated structure at a distorted geometry.

The geometry in XYZ format:
```
6
ClH3N2 (wB97M-V/def2-TZVPD)
N -0.4445 -0.0318 -0.7525
N 0.5657 0.0439 0.7172
H -1.1541 -0.8080 -0.4873
H 1.4200 0.2512 0.2384
Cl -1.2246 1.5085 -0.7954
H 0.8375 -0.9638 1.0795
```

As for the total charge: 0. The HOMO energy comes out at -9.65 eV. The value obtained for the LUMO energy is 0.57 eV. The calculation puts the total energy at -15548.0016 eV. The HOMO-LUMO gap comes out at 10.226 eV. The relative energy (zero: lowest compared OMol25 entry of this formula, charge and spin) is 29.6 kcal per mole.

Results of the natural (NBO) charge analysis, in e, for atoms 1 through 5: -0.490 -0.666 0.363 0.339 0.113

***

DFT (wB97M-V/def2-TZVPD) results for a 7-piece molecular cluster, C55H57F8I2N2O3 overall at a distorted geometry.

The geometry in XYZ format:
```
127
C55H57F8I2N2O3 (wB97M-V/def2-TZVPD)
H -0.6746 4.1046 -2.2916
C 1.6156 6.7674 -1.0803
O 1.2164 2.7145 1.4448
C 7.4156 -2.2139 0.4450
H 1.8052 0.5037 -0.4497
H 6.3877 -1.9099 0.5466
C 0.1430 -3.4052 3.4427
C 8.3773 -1.7307 1.3227
H -2.5507 -5.0895 3.7455
C -5.1078 7.3466 -8.4156
C 6.2482 -8.7724 0.8134
C -4.5463 -0.3879 -0.3097
H 7.1312 -5.9256 -1.6433
H 2.4142 8.7465 -1.1449
C 6.8871 -6.7238 -0.9551
H -1.9204 6.5131 -7.7302
C 0.4345 0.4963 1.8351
F 11.3191 -3.3835 0.0502
F 5.4141 -10.0183 -0.9956
H -8.4574 -2.0549 0.9994
H -5.9884 -5.1463 3.9686
F 4.6150 -1.9901 -0.8876
H -0.8131 2.2783 3.3922
C -7.7515 -4.8630 2.7546
H -5.4235 -0.5619 0.2992
H 9.4051 -4.1715 -1.4879
H -0.2451 1.1846 6.9695
H 8.0984 -1.0417 2.1089
C 1.1957 5.6987 -0.3153
H 2.4662 -1.3967 -1.8829
H 7.0244 -3.4726 -1.2439
H 1.9199 -2.5365 -0.6948
C -3.9572 4.5363 -4.2771
N 0.2788 -2.0078 2.8878
H 2.5100 8.9305 1.3339
C 2.0914 7.9313 -0.5115
H 3.8884 -0.2975 -0.0407
C -1.4052 1.2123 5.1435
H -3.0992 -2.1827 0.6080
H -8.1550 -5.8434 2.9667
C -6.0537 -3.2228 3.0425
H 7.0593 -7.5032 2.3340
H -5.0719 4.1167 -9.3531
C 1.2947 -0.4540 -0.3796
H 5.9882 -9.5816 1.4826
C 2.2938 -1.5231 -0.8162
C 0.0057 0.3469 3.1678
H 6.0858 -8.0207 -2.4846
C -8.4407 -3.9932 1.9201
C 3.6430 -1.3542 -0.1494
H 3.6541 -1.8010 0.8479
C 6.2999 -7.8868 -1.4327
C 1.2567 5.7971 1.0648
C -6.7224 -2.3395 2.2210
C 7.7766 -3.0937 -0.5648
H -2.2792 2.6286 0.0512
C -0.3664 1.5294 4.0315
C -5.5833 6.1447 -8.9002
C 1.7299 6.9584 1.6611
H -4.7321 0.4253 -1.0042
H -0.9969 -5.4102 4.4550
H -6.6145 6.0632 -9.2165
F -4.5823 2.3598 -3.6290
O -0.3643 1.9364 0.0927
C -0.0711 -0.9607 3.6461
H 7.6197 -5.6756 0.7678
C -1.7508 1.7585 0.4424
C -4.7166 5.0633 -8.9690
I 1.4878 2.3802 4.7675
O -2.0046 0.1650 -1.2883
H -4.8792 4.6330 -4.8350
H -1.8256 -1.2171 1.3789
H -0.4049 -1.1926 4.6403
C -0.9200 -4.1686 2.6832
H -2.7283 4.3472 -8.6004
H 0.9829 -2.7429 1.0722
H -1.6259 0.1568 5.2078
C 5.9884 -8.8900 -0.5373
C -3.4000 5.1935 -8.5488
C -2.5190 3.1958 -2.8772
H 1.7763 7.0346 2.7394
H -1.7101 -3.4457 2.4924
C -3.8016 7.5012 -7.9957
H -4.3931 -1.2767 -0.9249
H -0.1260 -3.2849 4.4880
C -7.9245 -2.7332 1.6518
C -2.9452 6.4115 -8.0617
H 0.8278 4.8029 -0.7959
C -1.1058 1.6957 6.5500
C -2.3584 0.5492 -0.2161
C 0.4804 1.8459 1.1475
F 1.3674 -3.9667 3.3025
H -6.3056 -1.3591 2.0386
C 2.1443 8.0236 0.8720
H 0.9372 4.9690 1.6727
C 6.8425 -7.6087 1.2795
N -3.3937 -0.0670 0.5420
H -1.4921 -6.2642 2.9687
H -3.4671 8.4612 -7.6254
H -1.1228 6.2194 -3.4854
F -4.8700 -2.8399 3.5937
C 9.7009 -2.1263 1.1961
C -3.6843 3.3683 -3.5964
H -0.5120 -4.4793 1.7253
H -9.3798 -4.2982 1.4797
H 0.4503 -0.4234 -1.0612
C 7.1596 -6.5829 0.3990
C -1.8474 5.4165 -3.5160
C 0.7165 -1.8655 1.6329
C -1.5191 -5.3265 3.5062
C 10.0380 -2.9992 0.1805
C -2.8926 -1.2861 1.1928
H -3.2317 6.4915 -4.7540
C -1.5952 4.2294 -2.8429
C 0.8158 -0.6043 1.0477
C -6.5434 -4.4808 3.3205
C 9.0987 -3.4902 -0.7050
H -2.3454 2.2641 -2.3564
H -1.0036 2.7738 6.5868
H -1.9588 1.4421 7.1756
H -3.3953 -1.4000 2.1524
F -5.9428 8.4003 -8.3496
F 1.5554 6.6691 -2.4240
H -1.9277 1.7346 1.5152
C -3.0293 5.5678 -4.2291
H 10.4657 -1.7676 1.8716
I -3.2715 2.0988 4.5057
```

As for the total charge: +1. The HOMO energy comes out at -10.42 eV. The value obtained for the LUMO energy is -4.55 eV. The calculation puts the total energy at -105016.1918 eV. The HOMO-LUMO gap comes out at 5.872 eV.

Results of the Mulliken charge analysis, in e, for atoms 1 through 5: 0.400 0.375 -0.446 -0.068 0.399

***

The lowest total charge belongs to which entry?
ClH3N2

***

Which formula does entry 2 have?
ClH3N2